# C4H6BrNSe

The molecule C4H6BrNSe (ωB97M-V/def2-TZVPD, OMol25).

Positions of all 13 atoms, in Å:
C1 -1.6042 -1.7798 0.1700
C2 0.3986 0.3147 -1.4414
C3 1.3214 0.0157 1.2572
C4 -2.6675 -1.3759 0.8216
N1 -0.6423 -2.1037 -0.4553
Se1 1.1679 -0.9671 -0.2016
Br1 -3.6621 0.1212 0.1863
H1 -0.0648 1.1116 -0.8643
H2 1.2008 0.7135 -2.0614
H3 -0.3353 -0.1934 -2.0608
H4 0.6492 0.8379 1.4526
H5 1.8287 -0.4358 2.0907
H6 -3.0404 -1.8166 1.7291

Computed properties:
HOMO energy (spin up / spin down): -7.56 / -7.56 eV
electronic energy: -5186.06864 Ha
relative energy (zero: lowest compared OMol25 entry of this formula, charge and spin): 51.5 kcal per mole
lowest unoccupied orbital energy (spin up / spin down): -0.003 / -0.003 Eh